Record 1
A molecular structure, C51H51AsCuN2O11PSi. Source: the OMol25 dataset; level of theory: ωB97M-V/def2-TZVPD.

Each line ends with the Löwdin charge.
Positions of all 119 atoms, in Å:
Cu -0.17874 -0.31112 -0.06160  0.48
C 1.87100 -4.04601 4.40643  -0.09
C 2.74825 -3.11776 3.86262  -0.08
C 2.26471 -1.94079 3.31045  -0.11
C 0.89661 -1.67879 3.29988  -0.34
C 0.02135 -2.62655 3.81790  -0.09
C 0.50685 -3.79883 4.37902  -0.09
As 0.28871 -0.08185 2.37291  1.42
C -1.16115 0.64636 3.45994  -0.32
C -2.33887 -0.08032 3.63121  -0.12
C -3.41968 0.46805 4.30508  -0.09
C -3.34735 1.76343 4.79842  -0.10
C -2.19484 2.50766 4.59870  -0.09
C -1.11033 1.95652 3.92908  -0.10
C 1.72205 1.14320 2.81222  -0.36
C 2.12636 1.29545 4.13691  -0.12
C 3.14158 2.18296 4.45665  -0.09
C 3.75658 2.92194 3.45238  -0.09
C 3.35887 2.76637 2.13365  -0.06
C 2.34280 1.87525 1.80910  -0.08
H 2.24752 -4.96774 4.83203  0.10
H 3.81370 -3.31212 3.85726  0.10
H 2.95319 -1.23354 2.86480  0.11
H -1.04814 -2.47283 3.77823  0.08
H -0.18692 -4.53196 4.76975  0.10
H -2.43544 -1.07516 3.21422  0.08
H -4.32377 -0.11458 4.43165  0.10
H -4.19185 2.19465 5.32147  0.10
H -2.13617 3.52932 4.95278  0.10
H -0.22887 2.56150 3.76325  0.10
H 1.64780 0.71795 4.92023  0.11
H 3.45323 2.29781 5.48747  0.10
H 4.55009 3.61584 3.70173  0.10
H 3.83918 3.33419 1.34661  0.10
H 2.03274 1.73659 0.78441  0.06
C 1.23338 -2.65148 -3.68009  -0.01
C 0.22043 -1.53193 -3.49407  -0.58
C 0.85376 -0.18611 -3.78533  -0.01
C -1.03110 -1.76297 -4.32721  -0.02
O -0.15614 -1.46274 -2.06943  -0.21
P -1.06018 -2.55015 -1.27701  0.29
O -0.89190 -3.94214 -1.71471  -0.24
O -0.73293 -2.14309 0.16346  -0.34
O -2.51970 -1.95926 -1.62027  -0.17
C -3.69354 -2.15656 -0.78739  -0.61
C -4.86299 -2.08856 -1.75715  -0.03
C -3.75773 -1.00926 0.21196  -0.02
C -3.66573 -3.50967 -0.08198  -0.03
H 1.47329 -2.73528 -4.74263  0.09
H 0.82820 -3.60017 -3.33116  0.08
H 2.15105 -2.41636 -3.14140  0.07
H 1.18875 -0.15937 -4.82427  0.10
H 1.71850 -0.03706 -3.13861  0.07
H 0.14379 0.62885 -3.63378  0.08
H -0.76243 -1.73521 -5.38463  0.09
H -1.77223 -0.98506 -4.13619  0.07
H -1.47308 -2.73488 -4.10465  0.08
H -4.83821 -1.14597 -2.30560  0.07
H -5.80713 -2.15074 -1.21284  0.09
H -4.81009 -2.91341 -2.46867  0.09
H -3.85383 -0.05262 -0.30528  0.09
H -2.85500 -0.99211 0.82167  0.05
H -4.61587 -1.13639 0.87663  0.09
H -3.44207 -4.30489 -0.79290  0.09
H -4.64171 -3.70073 0.36863  0.09
H -2.90758 -3.53327 0.70156  0.08
O -0.08597 1.52683 -0.13469  -0.38
Si -0.47156 2.84354 -0.94714  0.46
C 0.95358 3.29150 -2.08831  -0.22
C 0.89617 4.35391 -2.99447  -0.10
C 1.96937 4.65076 -3.82188  -0.10
C 3.12511 3.88004 -3.76009  -0.10
C 3.20009 2.81672 -2.87236  -0.08
C 2.12275 2.52878 -2.04331  -0.09
C -2.04044 2.65873 -1.97547  -0.20
C -2.36526 1.41935 -2.53471  -0.09
C -3.47490 1.26401 -3.35333  -0.09
C -4.29221 2.35258 -3.62729  -0.10
C -3.99595 3.59044 -3.07348  -0.10
C -2.88221 3.73736 -2.25594  -0.10
C -0.76086 4.27605 0.24434  -0.21
C 0.15455 5.31884 0.39398  -0.09
C -0.05140 6.33339 1.32135  -0.10
C -1.18636 6.32393 2.11875  -0.10
C -2.10896 5.29336 1.99003  -0.10
C -1.89269 4.28253 1.06506  -0.10
H -0.00459 4.95782 -3.05976  0.10
H 1.90534 5.47766 -4.51943  0.09
H 3.96206 4.10584 -4.41028  0.09
H 4.08657 2.19582 -2.82601  0.10
H 2.18939 1.67787 -1.37265  0.08
H -1.75254 0.54948 -2.31633  0.07
H -3.70175 0.29211 -3.77643  0.09
H -5.15962 2.23469 -4.26545  0.10
H -4.63492 4.44203 -3.27486  0.10
H -2.66955 4.70939 -1.82341  0.10
H 1.04718 5.33596 -0.22188  0.10
H 0.67559 7.13045 1.42185  0.10
H -1.35162 7.11542 2.84006  0.09
H -2.99494 5.27506 2.61375  0.10
H -2.61721 3.47750 0.98444  0.11
O 3.42931 -0.70195 -1.56366  0.02
C 2.81622 -1.28705 -0.66662  -0.61
O 2.01052 -0.79085 0.17495  -0.11
C 3.02759 -2.79936 -0.55498  -0.08
C 2.13526 -3.58903 0.16008  0.08
C 2.31341 -4.96060 0.16677  -0.10
C 3.35917 -5.58546 -0.48028  0.08
C 4.24043 -4.76683 -1.16106  -0.12
C 4.08930 -3.39272 -1.22290  0.07
N 5.37456 -5.39663 -1.85945  -0.35
O 6.18913 -4.66846 -2.38963  0.08
O 5.43002 -6.61207 -1.87129  0.07
N 1.34462 -5.80359 0.89329  -0.34
O 1.55090 -7.00494 0.91542  0.06
O 0.41182 -5.25495 1.43089  0.09
H 1.29768 -3.13907 0.67349  0.10
H 3.47848 -6.65627 -0.45900  0.13
H 4.76826 -2.77644 -1.79413  0.13

## Properties
- total energy (eV) = -201867.258
- net charge = -1
- ⟨S²⟩ = 0.75
- frontier orbital gap (alpha / beta) (eV) = 7.883 / 7.772
- largest force on an atom (eV Å⁻¹) = 0.916
- E_HOMO (alpha / beta) (eV) = -6.17 / -6.42
- 2S+1 = 2

Record 2
A molecular structure, C51H51HfN5S8 in a non-equilibrium geometry. Source: the OMol25 dataset; level of theory: ωB97M-V/def2-TZVPD.

Each line ends with the Löwdin charge.
Positions of all 116 atoms, in Å:
Hf -1.37326 1.36327 0.43686  1.33
C -5.35285 2.20403 0.30437  -0.45
C -5.20589 1.30774 1.51031  -0.48
S -3.90517 0.03538 1.30708  0.83
C -3.68419 -0.35390 3.07948  -0.46
C -2.58883 0.43665 3.79615  -0.46
S -2.53692 2.10710 3.13093  0.86
C -1.03706 2.80024 3.86586  -0.45
C -0.64554 4.07828 3.10911  -0.44
S -1.08095 4.13288 1.33008  0.83
C -2.74982 4.85330 1.55382  -0.48
C -3.67558 4.65620 0.37538  -0.43
S -3.81016 2.95686 -0.24676  0.90
H -6.08034 2.99176 0.49746  0.11
H -5.69775 1.64330 -0.56355  0.09
H -6.12655 0.74731 1.67451  0.11
H -4.97637 1.87981 2.40351  0.05
H -3.48379 -1.41986 3.14656  0.08
H -4.65988 -0.17664 3.52791  0.10
H -1.61356 -0.01051 3.63450  0.03
H -2.79793 0.47334 4.86290  0.11
H -0.26718 2.05364 3.76548  0.03
H -1.20371 3.02279 4.91969  0.11
H 0.42732 4.23125 3.17659  0.09
H -1.12879 4.95938 3.52268  0.09
H -2.58622 5.91651 1.72605  0.11
H -3.17240 4.41950 2.45135  0.05
H -3.34717 5.23044 -0.48832  0.09
H -4.67568 5.00164 0.63271  0.11
N 0.10989 0.95201 1.79764  -0.42
S 1.16172 -0.10500 2.05471  0.83
N 2.40387 -0.12991 1.09652  -0.36
S 2.58177 -0.81765 -0.28233  0.93
N 1.45865 -1.73885 -0.80763  -0.34
S 0.11549 -1.19662 -1.49830  0.85
N -0.61047 -0.17570 -0.69152  -0.39
C -0.78418 -2.69005 -1.67382  -0.33
C -0.42753 -3.83776 -0.97053  -0.06
C -1.18092 -4.98461 -1.17679  -0.03
C -2.24467 -4.97421 -2.07180  -0.02
C -2.58380 -3.81229 -2.76288  -0.03
C -1.85177 -2.65421 -2.57008  -0.07
C 0.56931 -0.76318 -3.14969  -0.31
C 0.85151 -1.80136 -4.04249  -0.04
C 1.31135 -1.47296 -5.30600  -0.02
C 1.50142 -0.13817 -5.65672  -0.02
C 1.23857 0.87799 -4.74491  -0.05
C 0.76647 0.57048 -3.47731  -0.09
C 3.02994 0.48575 -1.36135  -0.32
C 2.57311 1.77073 -1.07941  -0.08
C 2.94776 2.79525 -1.92826  -0.05
C 3.76616 2.53042 -3.02591  -0.02
C 4.20932 1.23877 -3.28871  -0.02
C 3.85076 0.19711 -2.44730  -0.03
C 3.95637 -1.87349 -0.19828  -0.34
C 3.93933 -3.07778 -0.89971  -0.05
C 5.08818 -3.85121 -0.87044  -0.02
C 6.20685 -3.41479 -0.16788  -0.01
C 6.19733 -2.20170 0.51936  -0.02
C 5.06677 -1.40951 0.50677  -0.05
C 0.56841 -1.77913 2.15559  -0.33
C -0.75815 -2.12228 1.95991  -0.10
C -1.14867 -3.44295 2.12227  -0.05
C -0.21110 -4.40093 2.49476  -0.03
C 1.12103 -4.04533 2.68956  -0.02
C 1.51972 -2.72986 2.52131  -0.05
C 1.91480 0.08956 3.62947  -0.33
C 3.27916 0.32435 3.76528  -0.04
C 3.80066 0.43962 5.04533  -0.02
C 2.97334 0.30536 6.15300  -0.01
C 1.61105 0.05747 5.99539  -0.03
C 1.07157 -0.05308 4.72960  -0.07
H 0.41312 -3.83545 -0.28786  0.10
H -0.92839 -5.89442 -0.64481  0.13
H -2.80945 -5.88226 -2.24377  0.13
H -3.41005 -3.81742 -3.46573  0.13
H -2.09306 -1.74734 -3.11834  0.10
H 0.70563 -2.84114 -3.76517  0.13
H 1.51780 -2.25991 -6.02270  0.13
H 1.86302 0.10841 -6.64982  0.13
H 1.40983 1.91336 -5.02083  0.12
H 0.58473 1.33870 -2.74697  0.07
H 1.98245 1.96097 -0.19744  0.09
H 2.64042 3.81346 -1.71651  0.12
H 4.08304 3.34535 -3.66784  0.13
H 4.85448 1.04353 -4.13767  0.14
H 4.20387 -0.81296 -2.63771  0.13
H 3.05665 -3.39988 -1.43859  0.11
H 5.11088 -4.79644 -1.39851  0.13
H 7.10189 -4.02498 -0.15821  0.13
H 7.07631 -1.87390 1.06084  0.13
H 5.05108 -0.45285 1.02006  0.12
H -1.47859 -1.38368 1.67947  0.04
H -2.18332 -3.72913 1.95944  0.13
H -0.52123 -5.43095 2.63986  0.13
H 1.84939 -4.79297 2.98738  0.13
H 2.55630 -2.44530 2.69194  0.13
H 3.91157 0.43156 2.89675  0.10
H 4.85804 0.63090 5.17745  0.13
H 3.39150 0.38603 7.14928  0.13
H 0.97458 -0.06117 6.86420  0.13
H 0.01741 -0.27761 4.60811  0.10
S -1.30664 3.99291 -3.64203  1.19
C -0.87449 3.54770 -2.07555  -0.49
N -1.39806 2.44380 -1.61913  -0.20
C -2.25127 1.85521 -2.59518  -0.38
C -3.06081 0.71980 -2.46482  -0.10
C -3.89143 0.37356 -3.50848  -0.04
C -3.92408 1.12041 -4.69616  -0.02
C -3.14021 2.23934 -4.83921  -0.03
C -2.32126 2.59601 -3.76927  -0.44
H -0.19978 4.16099 -1.48662  0.08
H -3.05738 0.09742 -1.58895  0.06
H -4.53279 -0.49487 -3.41187  0.13
H -4.58169 0.81999 -5.50244  0.13
H -3.17421 2.83324 -5.74564  0.13

## Properties
- total energy (eV) = -149117.424
- net charge = +4
- frontier orbital gap (eV) = 8.524
- largest force on an atom (eV Å⁻¹) = 1.277
- E_HOMO (eV) = -18.21

So what do the calculations give for relative energy (zero: lowest compared OMol25 entry of this formula, charge and spin)? Going down the list: 0.0, 85.8 kJ/mol.